Record 1
Molecular formula: C16H30CoNOP
Method: DFT, the ωB97M-V functional and the def2-TZVPD basis

Geometry as ORCA input:
```
! wB97M-V def2-TZVPD RIJCOSX def2/J DEFGRID3
* xyz 0 4
C 1.80339 2.04898 -2.91823
C 1.91852 2.25849 -1.54545
C 1.31490 1.39583 -0.59564
C 0.58461 0.29344 -1.05406
C 0.36729 0.18791 -2.43171
C 1.04451 0.97513 -3.37405
C 1.64432 1.67939 0.84481
C 0.61709 2.34461 1.81537
N -0.78330 2.31134 1.57956
Co -0.08737 -1.33885 0.04429
C -0.56360 -0.86963 -2.92531
P -1.61518 -1.30577 -1.47363
H 2.50904 3.09022 -1.18235
H 0.91655 0.77968 -4.43850
H 2.30202 2.71288 -3.62359
H -0.03399 -1.78155 -3.24161
H -1.20639 -0.52588 -3.74637
H 1.98046 0.75131 1.33357
H 2.49180 2.38549 0.83426
H 0.78232 1.89887 2.80546
C -2.43020 -2.85533 -1.88304
C -2.87233 -0.00509 -1.50787
H 0.90344 3.40945 1.88489
C -1.38988 3.12286 0.56944
C -1.62509 1.56848 2.47635
H -1.14056 -2.58501 0.54745
H -1.62187 4.13384 0.95506
H -0.72007 3.22817 -0.29722
H -2.34693 2.66948 0.26188
H -1.88624 2.16554 3.36852
H -2.56210 1.30839 1.97062
H -1.10804 0.65585 2.81300
H -3.51459 -0.14988 -2.38934
H -3.47430 -0.06002 -0.59353
H -2.41196 0.98954 -1.56943
H -2.75760 -2.84177 -2.92905
H -1.72884 -3.67869 -1.70741
H -3.28793 -2.96671 -1.21107
H -1.47793 -1.92646 0.82423
C 1.35752 -3.08501 2.83170
C 1.77649 -1.78771 2.15314
C 2.73761 -2.00417 0.99472
O 0.65577 -1.06627 1.72877
H 0.99168 -3.79758 2.08195
H 0.54841 -2.89878 3.54160
H 2.20509 -3.52800 3.36296
H 2.29023 -1.16275 2.90385
H 2.21427 -2.53129 0.18091
H 3.07725 -1.03938 0.60551
H 3.61171 -2.57359 1.32460
*
```

The largest force on an atom comes out at 3.7 eV/A. The total energy comes out at -67527.7394 eV. For the gap between HOMO and LUMO (alpha / beta), the calculation gives 6.58 / 7.12 eV.

---

Record 2
Molecular formula: C16H30N3OP
Method: DFT, the ωB97M-V functional and the def2-TZVPD basis

Geometry as ORCA input:
```
! wB97M-V def2-TZVPD RIJCOSX def2/J DEFGRID3
* xyz 0 1
C 4.27981 -2.26650 1.12457
C 3.75217 -2.69118 -0.08706
C 2.20090 -2.48121 -0.29203
C 1.72620 -1.04232 -0.01677
N 2.52942 0.00880 -0.23881
N 2.30241 1.29159 -0.07477
C 1.12020 1.60788 0.41489
C 0.05270 0.63131 0.75624
C -1.27780 1.14228 1.32840
C -2.53404 0.92510 0.40815
N -3.72037 1.46218 1.14804
C 0.37900 -0.77489 0.49884
P -0.92738 -2.04560 0.83547
C -1.59698 -2.61831 -0.81073
C -3.18636 -2.55340 -0.88347
C -0.35542 -3.44576 1.92635
C 0.50553 -2.85707 3.11337
H 4.77863 -2.94892 1.84881
H 4.26424 -1.18728 1.41919
H 4.41073 -3.12710 -0.86405
H 1.84865 -2.89084 -1.26670
H 1.73431 -3.11777 0.49828
H 3.45059 -0.22926 -0.62569
H 0.83513 2.68565 0.57379
H -1.47935 0.60390 2.29095
H -1.12757 2.22932 1.56143
H -2.46988 1.47416 -0.56363
H -2.74160 -0.16080 0.27325
H -3.91990 0.80629 1.91363
H -3.40686 2.30326 1.64797
H -1.23446 -3.63327 -1.10039
H -1.24373 -1.93056 -1.62492
H -3.58544 -3.41273 -1.46977
H -3.49652 -1.63442 -1.44373
H -3.63720 -2.48199 0.13407
H 0.17846 -4.23493 1.33520
H -1.25867 -3.94977 2.35073
H 0.17328 -1.79477 3.25334
H 0.31112 -3.45719 4.02552
H 1.57105 -2.85697 2.79049
C 0.33979 5.64203 -2.64016
C 0.34003 4.37283 -1.76814
C -0.36187 3.23826 -2.53921
O -0.37188 4.61794 -0.64340
H -0.67421 5.96635 -2.88957
H 0.84565 6.46797 -2.13402
H 0.87011 5.46377 -3.58696
H 1.40922 4.06607 -1.67705
H -1.39874 3.47841 -2.79048
H -0.36412 2.30981 -1.95411
H 0.16100 3.02967 -3.48534
*
```

Its energy above the lowest of the compared OMol25 structures with the same formula, charge and spin is 0.0 kJ/mol. The largest force on an atom comes out at 2.4 eV/A. The total energy comes out at -32876.6619 eV. For the gap between HOMO and LUMO, the calculation gives 3.61 eV.

---

Record 3
Molecular formula: C16H30N4O7
Method: DFT, the ωB97M-V functional and the def2-TZVPD basis

Geometry as ORCA input:
```
! wB97M-V def2-TZVPD RIJCOSX def2/J DEFGRID3
* xyz 0 1
N 1.01819 -5.56431 2.38015
C -0.29157 -5.28239 2.23061
N -0.88447 -4.20738 2.88763
C -2.11629 -3.91863 2.13892
O -1.97566 -2.77277 1.32159
N -0.93114 -2.95845 0.42337
O -0.87469 -2.07938 -0.34134
C -2.44057 -5.23340 1.44442
C -3.47723 -5.96523 2.35002
O -2.99393 -6.16943 3.48391
O -4.58845 -6.18998 1.87106
N -1.14040 -5.93523 1.46789
H 1.37885 -5.64513 3.31245
H 1.62308 -5.68899 1.59231
H -1.08039 -4.54546 3.83306
H -2.87838 -3.67079 2.86546
H -2.78207 -5.11865 0.42256
H -0.79641 -6.25566 0.56893
C -0.27477 1.21326 1.47883
C 0.15157 2.25111 2.51398
C 0.62380 1.36676 3.66151
O 1.13990 0.17208 3.06568
C 0.77260 0.13016 1.68582
H -0.29342 1.59230 0.45792
H -1.26859 0.82685 1.71871
H 0.98227 2.84477 2.12640
H -0.64498 2.93305 2.80671
H -0.20725 1.09444 4.32132
H 1.40470 1.83192 4.26361
H 1.66764 0.32760 1.08383
H 0.40653 -0.86416 1.44511
C 2.02820 -0.09378 -3.85100
C 0.86497 -0.89857 -3.27511
C 0.45673 -0.04029 -2.08682
O 0.75290 1.31334 -2.44231
C 1.55753 1.33696 -3.62467
H 2.23714 -0.30804 -4.89778
H 2.93630 -0.28611 -3.27534
H 0.05025 -0.94993 -4.00083
H 1.13022 -1.91510 -2.98949
H 1.03593 -0.29466 -1.19299
H -0.60132 -0.12214 -1.84723
H 0.94012 1.68922 -4.45834
H 2.38145 2.03793 -3.48430
C -0.52728 5.04830 -2.25648
C 0.60537 5.98876 -2.66109
C 1.25361 6.28831 -1.31506
O 1.06810 5.12480 -0.50958
C 0.12483 4.24570 -1.14003
H -0.89014 4.41905 -3.06786
H -1.37021 5.62550 -1.86891
H 1.31069 5.46643 -3.31188
H 0.26887 6.88735 -3.17620
H 0.76660 7.13717 -0.82175
H 2.32032 6.50178 -1.39517
H 0.66285 3.38339 -1.53695
H -0.59252 3.89581 -0.39526
*
```

The largest force on an atom comes out at 2.1 eV/A. The total energy comes out at -37366.3317 eV. For the gap between HOMO and LUMO, the calculation gives 7.78 eV.

---

Record 4
Molecular formula: C16H30NO5P2STl
Method: DFT, the ωB97M-V functional and the def2-TZVPD basis

Geometry as ORCA input:
```
! wB97M-V def2-TZVPD RIJCOSX def2/J DEFGRID3
* xyz 0 1
Tl 0.50663 2.40598 -2.60578
C -1.44163 -1.87343 3.92701
C -0.76125 -2.17252 2.61711
C 0.38048 -2.97176 2.57187
C 1.00834 -3.24629 1.36857
C 0.48747 -2.71661 0.19661
C -0.63912 -1.91190 0.21549
C -1.25736 -1.64422 1.42773
S 1.21675 -3.15722 -1.35843
O 0.54471 -2.38674 -2.36746
O 1.25404 -4.58747 -1.47096
N 2.77381 -2.69573 -1.12259
C 3.12053 -1.27275 -1.26087
C 3.35313 -0.80052 -2.69241
C 3.62300 0.70814 -2.64031
O 4.77266 1.11032 -2.54211
O 2.55968 1.43441 -2.64327
H -1.16745 -2.60215 4.68817
H -2.52553 -1.88412 3.81316
H -1.15781 -0.88357 4.29223
H 0.77375 -3.39294 3.48929
H 1.88987 -3.87224 1.32310
H -1.02387 -1.52569 -0.71787
H -2.14742 -1.02492 1.44728
H 3.39837 -3.32661 -1.61186
H 4.02420 -1.10452 -0.67306
H 2.31286 -0.69356 -0.80558
H 2.46480 -1.00510 -3.28766
H 4.21988 -1.30717 -3.11806
C -4.95319 1.85770 -2.93344
P -3.13600 2.07857 -2.71286
C -2.69114 0.34025 -2.28053
C -3.13007 2.77404 -1.00308
H -5.39928 1.32555 -2.09048
H -5.13685 1.29555 -3.84950
H -5.43112 2.83250 -3.03446
H -3.32461 -0.04345 -1.47676
H -1.64913 0.30383 -1.95615
H -2.79168 -0.30390 -3.15452
H -3.77253 2.18660 -0.34198
H -3.48470 3.80533 -1.02252
H -2.11084 2.76238 -0.61112
C 1.92212 3.31970 1.65134
P 0.84175 1.91351 1.32104
C -0.51213 2.04779 2.50630
C 1.80153 0.45875 1.76814
O 0.35005 1.88805 -0.09043
H 2.26892 3.32183 2.68447
H 1.38289 4.24363 1.44295
H 2.77773 3.25204 0.97812
H -0.14448 2.09269 3.53171
H -1.18047 1.19569 2.39084
H -1.06443 2.96075 2.27945
H 2.12560 0.51818 2.80798
H 2.67571 0.41442 1.11691
H 1.20279 -0.44111 1.61920
*
```

Its energy above the lowest of the compared OMol25 structures with the same formula, charge and spin is 51.8 kJ/mol. The largest force on an atom comes out at 0.3 eV/A. The total energy comes out at -62915.0570 eV. For the gap between HOMO and LUMO, the calculation gives 8.49 eV.